(1)
{
  "formula": "C34H93F6N17O9P5S2Sr",
  "method": "ωB97M-V/def2-TZVPD",
  "total_energy_ev": -165779.519,
  "s_squared": 0.75,
  "homo_energy_ev": [-4.033, -7.867],
  "orbital_gap_ev": [4.270, 7.889],
  "multiplicity": 2,
  "lumo_ev": [0.24, 0.02],
  "elements": ["Sr", "S", "S", "P", "P", "P", "P", "P", "F", "F", "F", "F", "F", "F", "O", "O", "O", "O", "O", "O", "O", "O", "O", "N", "N", "N", "N", "N", "N", "N", "N", "N", "N", "N", "N", "N", "N", "N", "N", "N", "C", "C", "C", "C", "C", "C", "C", "C", "C", "C", "C", "C", "C", "C", "C", "C", "C", "C", "C", "C", "C", "C", "C", "C", "C", "C", "C", "C", "C", "C", "C", "C", "C", "C", "H", "H", "H", "H", "H", "H", "H", "H", "H", "H", "H", "H", "H", "H", "H", "H", "H", "H", "H", "H", "H", "H", "H", "H", "H", "H", "H", "H", "H", "H", "H", "H", "H", "H", "H", "H", "H", "H", "H", "H", "H", "H", "H", "H", "H", "H", "H", "H", "H", "H", "H", "H", "H", "H", "H", "H", "H", "H", "H", "H", "H", "H", "H", "H", "H", "H", "H", "H", "H", "H", "H", "H", "H", "H", "H", "H", "H", "H", "H", "H", "H", "H", "H", "H", "H", "H", "H", "H", "H", "H", "H", "H", "H"],
  "positions_angstrom": [[-16.768, -5.762, -25.450], [-19.493, -7.929, -25.580], [-18.511, -8.174, -23.160], [-19.980, -6.035, -16.530], [-22.197, -13.295, -22.362], [-24.988, -5.438, -27.426], [-19.241, -3.303, -23.787], [-12.178, -6.238, -19.714], [-15.914, -7.832, -22.646], [-18.286, -9.649, -27.334], [-16.973, -9.095, -21.298], [-20.019, -10.443, -26.283], [-18.153, -10.306, -25.289], [-16.385, -9.810, -23.410], [-20.798, -8.068, -24.902], [-19.453, -9.304, -23.092], [-22.880, -13.214, -21.028], [-19.319, -6.923, -26.670], [-19.278, -7.234, -16.096], [-24.583, -4.138, -26.896], [-11.745, -5.005, -20.428], [-18.357, -4.230, -24.516], [-18.841, -7.102, -22.249], [-19.911, -1.989, -24.764], [-25.867, -5.293, -28.867], [-14.622, -7.781, -25.405], [-12.377, -7.457, -20.958], [-20.612, -12.740, -22.406], [-20.676, -3.851, -23.017], [-20.697, -6.048, -18.056], [-21.972, -14.982, -22.907], [-18.365, -2.672, -22.479], [-25.835, -6.358, -26.223], [-18.032, -7.655, -24.587], [-19.065, -4.572, -16.583], [-13.756, -6.168, -19.090], [-23.641, -6.463, -27.843], [-21.306, -5.567, -15.430], [-11.049, -6.853, -18.567], [-23.009, -12.469, -23.621], [-9.679, -6.352, -18.574], [-14.786, -8.563, -26.228], [-11.313, -8.037, -17.719], [-19.613, -3.283, -17.035], [-22.935, -11.062, -23.761], [-26.887, -7.295, -26.552], [-20.584, -0.821, -24.107], [-14.851, -5.722, -19.979], [-17.599, -4.728, -16.240], [-25.311, -4.765, -30.053], [-19.684, -6.161, -19.200], [-19.905, -12.521, -23.707], [-16.798, -8.822, -22.589], [-21.861, -6.988, -18.354], [-21.354, -5.039, -23.574], [-25.900, -5.743, -24.886], [-20.649, -2.379, -25.971], [-21.337, -5.740, -13.977], [-21.494, -15.417, -24.232], [-27.362, -5.079, -28.832], [-21.256, -3.292, -21.758], [-22.338, -4.631, -15.765], [-18.963, -9.748, -26.165], [-22.263, -5.855, -28.250], [-19.969, -11.990, -21.289], [-14.890, -9.579, -27.241], [-12.561, -7.087, -22.385], [-17.850, -3.668, -21.558], [-24.314, -13.082, -24.038], [-17.489, -1.504, -22.610], [-12.782, -8.873, -20.591], [-23.801, -7.842, -28.188], [-13.834, -5.596, -17.801], [-21.820, -15.998, -21.970], [-27.181, -7.779, -25.621], [-20.029, -5.469, -19.968], [-24.172, -8.462, -27.372], [-17.144, -4.328, -22.062], [-22.102, -6.434, -13.629], [-11.846, -9.325, -20.265], [-21.923, -7.465, -19.332], [-25.855, -5.108, -30.932], [-24.751, -7.731, -28.711], [-24.839, -5.658, -24.650], [-20.061, -12.471, -20.315], [-20.477, -6.224, -13.516], [-19.910, -2.704, -16.161], [-12.380, -8.223, -17.602], [-21.395, -16.913, -22.381], [-18.904, -11.988, -21.521], [-22.061, -7.678, -17.534], [-18.642, -5.885, -19.035], [-16.997, -1.208, -21.684], [-10.811, -8.964, -17.998], [-17.571, -3.067, -20.693], [-20.700, -1.475, -26.577], [-18.919, -12.985, -23.677], [-16.748, -1.780, -23.360], [-17.068, -5.513, -16.778], [-21.068, -15.678, -21.249], [-22.158, -3.824, -15.055], [-21.597, -16.445, -24.577], [-20.285, -10.947, -21.300], [-11.753, -6.451, -22.745], [-20.161, -3.120, -26.604], [-22.313, -3.076, -21.912], [-13.471, -6.487, -22.375], [-20.697, -2.383, -21.536], [-11.035, -7.730, -16.711], [-13.148, -9.333, -21.509], [-21.984, -14.882, -25.046], [-14.064, -4.535, -17.897], [-15.852, -10.089, -27.191], [-27.647, -4.243, -29.471], [-21.970, -6.202, -29.241], [-25.100, -12.844, -23.321], [-22.745, -6.359, -18.253], [-20.503, -12.695, -24.602], [-24.261, -14.170, -23.997], [-15.844, -5.679, -19.532], [-14.065, -10.281, -27.119], [-14.814, -9.112, -28.223], [-13.515, -8.960, -19.789], [-24.312, -5.191, -30.144], [-14.734, -6.274, -20.912], [-17.914, -0.584, -23.012], [-12.706, -7.940, -23.048], [-18.605, -4.442, -21.420], [-21.948, -5.517, -22.796], [-21.954, -4.784, -24.448], [-22.420, -4.473, -16.840], [-17.251, -3.702, -16.359], [-9.570, -5.375, -19.047], [-20.617, -3.430, -17.434], [-24.705, -12.703, -24.982], [-26.449, -8.001, -27.256], [-20.565, -5.657, -24.004], [-14.576, -4.743, -20.372], [-21.325, -4.823, -13.388], [-20.334, -0.767, -23.048], [-19.833, -11.439, -23.819], [-26.181, -4.693, -24.969], [-20.491, 0.170, -24.552], [-9.083, -6.998, -19.218], [-18.867, -2.697, -17.571], [-27.718, -4.727, -27.863], [-21.503, -6.079, -27.502], [-12.944, -5.669, -17.175], [-27.930, -5.907, -29.257], [-23.315, -4.973, -15.425], [-21.280, -4.008, -20.937], [-26.482, -6.214, -24.095], [-21.645, -0.986, -23.920], [-23.766, -10.540, -23.287], [-19.699, -7.100, -19.754], [-25.135, -3.690, -30.017], [-17.473, -4.959, -15.182], [-20.441, -15.245, -24.457], [-21.695, -2.545, -25.714], [-22.075, -10.734, -23.177], [-9.217, -6.154, -17.607], [-27.764, -6.903, -27.068], [-22.150, -4.774, -28.321], [-22.928, -10.747, -24.805], [-22.776, -16.116, -21.460], [-22.962, -8.276, -28.733], [-14.664, -6.066, -17.273]]
}

=====

(2)
{
  "formula": "C8H13N2O3P",
  "method": "ωB97M-V/def2-TZVPD",
  "total_energy_ev": -26914.336,
  "homo_energy_ev": [-7.831, -7.209],
  "orbital_gap_ev": [7.078, 6.465],
  "multiplicity": 1,
  "lumo_ev": [-0.75, -0.74],
  "elements": ["P", "O", "O", "O", "N", "N", "C", "C", "C", "C", "C", "C", "C", "C", "H", "H", "H", "H", "H", "H", "H", "H", "H", "H", "H", "H", "H"],
  "positions_angstrom": [[-0.523, 1.015, -0.674], [-0.562, 0.872, -2.123], [1.977, 0.124, 2.100], [0.038, 2.187, 1.486], [-1.983, 1.135, 0.005], [0.288, 2.226, 0.229], [1.588, -0.803, 1.246], [-3.036, 0.250, -0.438], [-0.198, -1.982, 0.007], [0.176, -0.875, 0.809], [2.500, -1.491, 0.568], [1.680, 2.671, -0.173], [0.809, -2.790, -0.552], [2.176, -2.463, -0.389], [2.409, 1.767, 0.195], [3.001, -2.705, -1.008], [-3.228, -0.679, 0.080], [-1.209, -2.207, -0.074], [-2.572, -0.026, -1.328], [1.725, 2.805, -1.214], [0.558, -3.752, -0.925], [1.247, 0.767, 2.374], [3.475, -1.545, 0.943], [2.035, 3.480, 0.477], [-4.000, 0.806, -0.591], [-2.058, 1.742, 0.760], [-0.660, -0.336, 1.188]]
}

=====

(3)
{
  "formula": "C2H7O2",
  "method": "ωB97M-V/def2-TZVPD",
  "charge": -1,
  "total_energy_ev": -6282.301,
  "homo_energy_ev": -3.499,
  "orbital_gap_ev": 7.908,
  "multiplicity": 1,
  "lumo_ev": 4.41,
  "elements": ["O", "O", "C", "C", "H", "H", "H", "H", "H", "H", "H"],
  "positions_angstrom": [[-1.748, 1.747, -0.211], [-0.484, -0.250, 0.548], [0.790, -0.108, 0.057], [1.502, -1.492, -0.204], [1.479, 0.499, 0.730], [0.723, 0.517, -0.877], [-1.112, 0.544, 0.123], [-1.910, 1.424, -1.107], [1.451, -1.958, 0.757], [2.488, -1.214, -0.535], [1.012, -2.073, -0.992]]
}

=====

(4)
{
  "formula": "C3H4O2S",
  "method": "ωB97M-V/def2-TZVPD",
  "charge": -2,
  "total_energy_ev": -18104.833,
  "homo_energy_ev": 0.847,
  "orbital_gap_ev": 5.457,
  "multiplicity": 1,
  "lumo_ev": 6.30,
  "elements": ["S", "O", "O", "C", "C", "C", "H", "H", "H", "H"],
  "positions_angstrom": [[1.322, 0.905, -2.243], [-0.536, -1.250, 2.102], [-1.875, 0.406, 1.068], [-0.860, -0.321, 1.217], [0.422, 0.175, 0.352], [0.233, -0.040, -1.168], [0.541, 1.324, 0.664], [0.260, -1.213, -1.290], [1.319, -0.306, 0.652], [-0.825, 0.320, -1.355]]
}

=====

(5)
{
  "formula": "CH5ClO2SSi",
  "method": "ωB97M-V/def2-TZVPD",
  "total_energy_ev": -36447.004,
  "homo_energy_ev": -9.597,
  "orbital_gap_ev": 9.261,
  "multiplicity": 1,
  "lumo_ev": -0.34,
  "elements": ["Cl", "S", "Si", "O", "O", "C", "H", "H", "H", "H", "H"],
  "positions_angstrom": [[2.253, 0.472, -0.484], [1.143, -0.681, 0.787], [-0.931, 1.682, 0.250], [0.202, 0.259, 1.425], [-0.789, 1.053, -1.111], [0.228, -1.567, -0.459], [-2.299, 1.746, 1.154], [0.208, 2.644, 0.706], [-0.074, -2.678, -0.229], [0.858, -1.692, -1.306], [-0.799, -1.237, -0.735]]
}